{
  "formula": "C21H21BrClO6S",
  "method": "wB97M-V/def2-TZVPD",
  "species": ["C", "C", "O", "C", "O", "C", "C", "O", "O", "C", "C", "C", "C", "C", "C", "C", "C", "Cl", "C", "C", "Br", "S", "O", "O", "C", "C", "C", "C", "C", "C", "H", "H", "H", "H", "H", "H", "H", "H", "H", "H", "H", "H", "H", "H", "H", "H", "H", "H", "H", "H", "H"],
  "coordinates": [[0.402236, 4.908964, -2.594559], [-0.833406, 4.136445, -2.217836], [-0.517930, 3.436590, -1.004662], [-1.589387, 2.819026, -0.439392], [-2.687704, 2.805633, -0.971849], [-1.264129, 2.212055, 0.860894], [-0.994908, 3.249429, 1.860677], [-0.937949, 4.449505, 1.577281], [-0.840406, 2.799689, 3.124851], [-0.422341, 3.869896, 4.001950], [-0.439274, 3.341649, 5.409910], [-1.304939, 0.746202, 1.092695], [-2.419137, 0.085784, 0.243672], [-2.172429, -0.116348, -1.108620], [-3.077279, -0.857312, -1.868631], [-4.292675, -1.257402, -1.308944], [-4.576214, -0.922005, 0.028540], [-6.097363, -1.335947, 0.696444], [-3.636824, -0.253250, 0.819144], [0.063568, 0.203138, 0.836363], [1.429521, 1.397258, 1.529884], [0.514551, -1.631707, 1.400272], [-0.685537, -2.177860, 2.004922], [1.036506, -2.221064, 0.175959], [1.893299, -1.895718, 2.602231], [3.166112, -2.254411, 2.139889], [4.189263, -2.569167, 3.043059], [3.941636, -2.544276, 4.422396], [2.671214, -2.176039, 4.886766], [1.649623, -1.864268, 3.978121], [0.261094, 5.359649, -3.578756], [0.586023, 5.715714, -1.876421], [1.285893, 4.262714, -2.631163], [-1.089623, 3.403368, -2.997820], [-1.687312, 4.810583, -2.050671], [-1.112204, 4.720366, 3.891430], [0.589812, 4.189519, 3.703871], [-0.066155, 4.116964, 6.080770], [-1.460218, 3.091585, 5.711138], [0.189739, 2.453585, 5.516266], [-1.588580, 0.641781, 2.147340], [-1.285635, 0.322386, -1.571780], [-2.819611, -1.083238, -2.901231], [-5.015237, -1.825070, -1.880195], [-3.881267, 0.042470, 1.834348], [0.254413, 0.131793, -0.248887], [3.357320, -2.292062, 1.070365], [5.180874, -2.844469, 2.671118], [4.731946, -2.813218, 5.129301], [2.478419, -2.143277, 5.963374], [0.657364, -1.595035, 4.332480]],
  "atomic_forces_ev_per_a": [[0.2, 0.3, -0.1], [0.2, -0.1, 0.2], [-0.6, 0.1, -0.7], [-0.5, -0.4, 0.7], [0.6, 0.1, -0.4], [-0.1, 2.4, 0.9], [-0.7, -1.6, -3.2], [0.1, 0.1, 0.6], [0.3, 0.7, 1.2], [-0.1, -0.3, -0.2], [0.0, -0.1, 0.2], [-2.2, 0.5, 1.0], [1.3, 0.4, 0.5], [-0.4, -0.6, -0.1], [-0.1, 0.4, 0.2], [0.2, 0.1, 0.6], [1.3, 0.4, -0.8], [-0.7, -0.2, 0.3], [-0.3, -0.3, -0.7], [1.8, -1.0, -0.2], [0.7, -0.7, 0.0], [-0.3, 0.2, -0.9], [0.5, 0.3, 0.1], [-0.1, 0.1, 0.4], [0.1, 0.2, 0.3], [0.0, 0.1, 0.0], [-0.3, 0.0, 0.2], [-0.3, 0.2, -0.3], [0.1, -0.1, -0.3], [0.1, 0.1, -0.1], [0.1, 0.0, 0.0], [0.0, -0.2, -0.1], [-0.2, 0.1, 0.0], [-0.1, 0.2, 0.2], [0.2, -0.3, -0.1], [0.4, -0.2, 0.0], [-0.3, 0.0, 0.1], [0.0, 0.0, 0.1], [0.1, -0.1, 0.0], [-0.1, 0.1, 0.0], [0.3, -0.5, -0.1], [-0.2, -0.4, 0.1], [-0.3, 0.0, 0.1], [0.0, 0.0, 0.0], [0.2, -0.2, 0.0], [0.2, -0.2, 0.6], [-0.1, 0.0, 0.2], [-0.4, 0.1, 0.1], [-0.3, 0.1, -0.2], [0.0, 0.0, -0.4], [0.2, -0.1, 0.0]],
  "lowdin_charge": [-0.09, -0.25, -0.02, -0.47, 0.08, -0.17, -0.57, 0.01, -0.08, -0.25, -0.09, -0.34, -0.16, -0.04, -0.07, -0.12, -0.68, 0.65, -0.04, -0.60, 0.84, 0.71, -0.33, -0.36, -0.28, -0.07, -0.08, -0.09, -0.08, -0.07, 0.07, 0.08, 0.08, 0.12, 0.13, 0.12, 0.12, 0.07, 0.07, 0.07, 0.14, 0.12, 0.10, 0.09, 0.12, 0.07, 0.11, 0.10, 0.10, 0.10, 0.11],
  "charge": -1,
  "e_tot_ev": -127803.166,
  "e_homo_ev": -3.29,
  "largest_force_ha_per_bohr": 0.0706,
  "homo_lumo_gap_ha": 0.2155
}

{
  "formula": "C21H21CaO2SiTe4",
  "method": "wB97M-V/def2-TZVPD",
  "species": ["Ca", "Te", "Te", "Te", "Te", "C", "C", "C", "O", "H", "H", "H", "H", "H", "H", "O", "Si", "C", "C", "C", "C", "C", "C", "C", "C", "C", "C", "C", "C", "C", "C", "C", "C", "C", "C", "H", "H", "H", "H", "H", "H", "H", "H", "H", "H", "H", "H", "H", "H", "H"],
  "coordinates": [[2.271624, 1.519297, 1.111946], [2.390087, 0.911175, 4.022146], [1.469379, 3.465086, 4.246413], [3.315442, 4.882603, 2.859856], [2.713438, 4.311325, 0.260924], [4.629488, -1.582276, 1.000340], [5.341719, -0.267971, 0.829622], [6.845857, -0.234429, 0.799595], [4.715941, 0.764612, 0.744696], [5.313875, -2.420986, 1.093929], [3.961995, -1.751830, 0.153231], [4.003739, -1.519100, 1.894279], [7.287596, -1.220641, 0.913894], [7.194562, 0.420285, 1.599212], [7.176551, 0.207207, -0.141418], [0.383657, 0.778998, 0.492730], [-0.942099, 0.211114, -0.130462], [-2.357488, -0.040992, 1.109096], [-2.433732, 0.771131, 2.241699], [-3.473687, 0.646076, 3.151315], [-4.467506, -0.301108, 2.944723], [-4.407304, -1.121425, 1.826702], [-3.360235, -0.993813, 0.924600], [-1.669067, 1.352285, -1.462393], [-2.842315, 1.051379, -2.155818], [-3.357301, 1.918367, -3.108122], [-2.710408, 3.116543, -3.382837], [-1.548053, 3.438801, -2.697124], [-1.036150, 2.561556, -1.750341], [-0.656693, -1.487736, -0.933983], [-0.389909, -2.593806, -0.123359], [-0.107626, -3.838301, -0.667610], [-0.085728, -4.005040, -2.046564], [-0.343252, -2.918248, -2.869758], [-0.624047, -1.675387, -2.315737], [-1.655646, 1.507696, 2.417702], [-3.508338, 1.283098, 4.027287], [-5.279058, -0.404955, 3.654916], [-5.176954, -1.867779, 1.663922], [-3.322177, -1.655801, 0.064576], [-3.367542, 0.124203, -1.945992], [-4.270023, 1.665537, -3.636144], [-3.114675, 3.797493, -4.122261], [-1.043575, 4.377219, -2.895461], [-0.134348, 2.827535, -1.207355], [-0.405515, -2.474183, 0.955951], [0.095847, -4.683093, -0.019265], [0.128062, -4.976578, -2.475906], [-0.324356, -3.041596, -3.946853], [-0.824045, -0.833569, -2.970553]],
  "atomic_forces_ev_per_a": [[0.1, -0.1, 0.1], [0.1, -0.2, 0.6], [0.0, -0.1, -0.2], [0.0, -0.1, -0.1], [0.1, 0.6, -0.2], [0.0, -0.1, 0.0], [0.1, -0.2, 0.2], [0.1, 0.0, 0.0], [-0.5, 0.3, -0.2], [0.0, 0.0, 0.0], [0.0, 0.0, 0.0], [0.0, 0.0, 0.0], [0.0, 0.0, 0.0], [0.0, 0.0, 0.0], [0.0, 0.0, 0.0], [0.5, 0.2, 0.1], [-0.9, -0.3, -0.4], [0.3, 0.0, 0.0], [0.1, 0.1, 0.0], [-0.1, 0.0, 0.1], [0.1, 0.0, 0.0], [-0.1, 0.0, 0.0], [0.0, 0.0, 0.0], [0.2, -0.1, 0.1], [0.0, 0.0, 0.0], [-0.1, 0.0, -0.1], [0.0, 0.0, 0.0], [0.0, 0.1, -0.1], [0.1, 0.0, 0.1], [0.0, 0.2, 0.0], [0.0, 0.0, 0.0], [0.0, -0.1, 0.0], [0.0, 0.0, 0.0], [0.0, -0.1, -0.1], [0.0, 0.0, 0.0], [0.0, 0.0, 0.0], [0.0, 0.0, 0.0], [0.0, 0.0, 0.0], [0.0, 0.0, 0.0], [0.0, 0.0, 0.0], [0.0, 0.0, 0.0], [0.0, 0.0, 0.0], [0.0, 0.0, 0.0], [0.0, 0.0, 0.0], [0.0, 0.0, 0.0], [0.0, 0.0, 0.0], [0.0, 0.0, 0.0], [0.0, 0.0, 0.0], [0.0, 0.0, 0.0], [0.0, 0.0, 0.0]],
  "lowdin_charge": [0.60, -0.20, -0.15, -0.16, -0.19, 0.00, -0.48, 0.00, -0.05, 0.07, 0.10, 0.08, 0.07, 0.10, 0.09, -0.56, 0.42, -0.21, -0.08, -0.09, -0.11, -0.11, -0.11, -0.22, -0.11, -0.10, -0.11, -0.09, -0.08, -0.22, -0.10, -0.10, -0.11, -0.10, -0.09, 0.10, 0.10, 0.09, 0.09, 0.10, 0.10, 0.09, 0.09, 0.10, 0.07, 0.11, 0.09, 0.09, 0.09, 0.10],
  "charge": -1,
  "e_tot_ev": -81710.486,
  "e_homo_ev": -3.96,
  "largest_force_ha_per_bohr": 0.0199,
  "homo_lumo_gap_ha": 0.2252,
  "relative_energy_kcal_mol": 17.1
}